DFT (the ωB97M-V functional and the def2-TZVPD basis) results for a molecular structure, C28H64Br12O16P4 at a distorted geometry.

Cartesian coordinates (Å):
C1 4.51372 0.06196 -3.07403
Br1 3.46205 -0.02664 -4.75218
Br2 4.56548 1.89114 -2.37595
Br3 6.31009 -0.67336 -3.55367
H1 3.84135 -0.53957 -2.46234
C2 0.14170 0.72826 -0.34028
Br4 -0.96578 -0.28327 -1.55083
Br5 0.09968 2.66589 -0.84929
Br6 2.04265 0.05130 -0.40004
H2 -0.27928 0.65920 0.66277
C3 0.68081 2.51724 3.39745
Br7 1.93771 4.08722 3.16162
Br8 -0.01738 2.45593 5.30275
Br9 1.62845 0.83404 3.07074
H3 -0.17839 2.67831 2.74635
C4 4.79376 1.23404 1.69069
Br10 6.15544 0.33307 0.63405
Br11 4.32634 3.00458 0.87722
Br12 5.30154 1.57884 3.55231
H4 3.86541 0.66296 1.70210
C5 -7.57503 8.24039 -0.73739
C6 -6.18834 7.76168 -0.44401
O1 -5.25159 8.86764 -0.32458
P1 -3.66224 8.53163 -0.24312
O2 -2.79876 9.19213 -1.24669
O3 -3.27834 8.82754 1.31435
C7 -4.03560 8.29377 2.39969
C8 -5.15768 9.21552 2.85421
O4 -3.66714 6.84163 -0.38305
C9 -2.44054 6.07991 -0.52513
C10 -2.30435 5.14453 0.61491
H5 -7.56194 8.87872 -1.62083
H6 -8.07525 7.35252 -1.12415
H7 -8.05615 8.87573 0.00623
H8 -6.21406 7.27979 0.53334
H9 -5.87090 7.05112 -1.20719
H10 -4.38551 7.27634 2.22505
H11 -3.37174 8.14656 3.25159
H12 -5.88973 9.30702 2.05181
H13 -5.57362 8.91600 3.81618
H14 -4.70450 10.19019 3.03515
H15 -2.14777 5.72699 -1.51398
H16 -1.57567 6.72461 -0.36872
H17 -3.05554 4.35593 0.57099
H18 -1.38975 4.55904 0.52107
H19 -2.24984 5.74475 1.52313
C11 4.86801 -2.83897 -0.44114
C12 5.46512 -3.14803 0.82358
O5 4.47784 -3.89774 1.62426
P2 3.35073 -3.14593 2.51220
O6 3.87241 -1.88474 3.16089
O7 2.15804 -2.81480 1.42407
C13 1.48736 -3.85012 0.77030
C14 0.90193 -3.38544 -0.53937
O8 2.76307 -4.26997 3.51137
C15 3.50017 -4.68204 4.65373
C16 2.42276 -5.02679 5.74135
H20 4.05798 -2.10965 -0.44832
H21 5.59549 -2.36422 -1.09955
H22 4.61210 -3.77222 -0.94278
H23 6.27924 -3.85231 0.65237
H24 5.83692 -2.26136 1.33708
H25 2.22547 -4.63918 0.62645
H26 0.63996 -4.08334 1.41498
H27 1.68722 -3.18775 -1.26899
H28 0.40022 -4.21063 -1.04478
H29 0.20602 -2.54739 -0.50103
H30 4.02674 -5.61648 4.45966
H31 4.18571 -3.93753 5.05851
H32 1.87300 -5.95097 5.56310
H33 2.93013 -5.18644 6.69275
H34 1.69784 -4.21447 5.79362
C17 -3.91612 -2.47359 -0.02348
C18 -4.53314 -1.75596 1.16960
O9 -3.67601 -1.89948 2.28420
P3 -3.10869 -0.59444 3.11372
O10 -2.02829 0.11807 2.39023
O11 -4.47440 0.34026 3.32307
C19 -4.48616 1.66985 3.80505
C20 -4.53703 1.66917 5.30394
O12 -2.89754 -1.11226 4.61957
C21 -1.61472 -1.45894 5.12853
C22 -1.04003 -2.61736 4.27608
H35 -3.70398 -3.49585 0.28971
H36 -4.59266 -2.37583 -0.87249
H37 -2.97031 -1.96267 -0.20376
H38 -4.57594 -0.69119 0.94041
H39 -5.51598 -2.12694 1.46029
H40 -3.58878 2.21889 3.51979
H41 -5.30475 2.18187 3.29924
H42 -3.97849 0.77264 5.57293
H43 -4.00739 2.55820 5.64631
H44 -5.52843 1.48471 5.71772
H45 -1.02011 -0.54541 5.12873
H46 -1.81559 -1.66963 6.17895
H47 -1.74004 -3.44414 4.15554
H48 -0.88061 -2.26854 3.25578
H49 -0.06123 -2.97689 4.59354
C23 -0.41376 -3.08971 -4.41040
C24 0.84793 -2.31144 -3.99080
O13 2.03743 -3.05271 -4.15645
P4 2.54214 -3.42225 -5.64712
O14 2.15167 -2.42555 -6.66232
O15 4.18344 -3.50195 -5.42103
C25 5.07246 -3.73703 -6.53720
C26 6.59321 -3.65928 -6.25381
O16 2.07553 -4.95704 -5.92823
C27 1.45335 -5.35788 -7.14343
C28 2.40971 -6.38493 -7.76219
H50 -0.38127 -3.56904 -5.38881
H51 -0.72391 -3.86868 -3.71391
H52 -1.29134 -2.44321 -4.40947
H53 0.95143 -1.34740 -4.48880
H54 0.68863 -2.00867 -2.95588
H55 4.77487 -4.68395 -6.98764
H56 4.88054 -2.92185 -7.23487
H57 6.78397 -4.20322 -5.32869
H58 7.22734 -3.88689 -7.11064
H59 6.77650 -2.62679 -5.95637
H60 0.51455 -5.83684 -6.86531
H61 1.28053 -4.48350 -7.77089
H62 3.49048 -6.24359 -7.75524
H63 2.27681 -7.38330 -7.34542
H64 2.12835 -6.56173 -8.80031

The value obtained for the lowest unoccupied orbital energy is -0.483 eV. Its total energy is -34562.979726 Ha.

---

DFT (the ωB97M-V functional and the def2-TZVPD basis) results for 2 unconnected molecules or ions with the total composition C20H18O3S at a distorted geometry.

Cartesian coordinates (Å):
C1 4.34644 -2.18273 2.85168
C2 3.01862 -2.09358 3.29540
C3 2.15782 -1.15612 2.72904
C4 2.60846 -0.38709 1.66055
S1 1.38721 0.68869 0.83138
O1 1.10886 1.82197 1.70216
O2 1.96756 0.94130 -0.48514
C5 3.93386 -0.40616 1.24628
C6 4.80429 -1.33598 1.83323
H1 5.01906 -2.90292 3.32450
H2 2.63937 -2.73709 4.08973
H3 1.13678 -1.01094 3.10058
H4 4.30231 0.28799 0.48701
H5 5.84153 -1.39012 1.49974
C7 -3.53311 5.02932 -1.88325
O3 -3.91418 4.14063 -0.80939
C8 -3.21535 2.99412 -0.61549
C9 -3.69261 2.16063 0.42881
C10 -3.08480 0.95853 0.67420
C11 -1.93456 0.54013 -0.06963
C12 -1.33026 -0.70477 0.25419
C13 -0.64550 -1.59458 -0.62483
C14 -0.07164 -2.78261 -0.07555
C15 0.63045 -3.67123 -0.87272
C16 0.82418 -3.38984 -2.23182
C17 0.26577 -2.23593 -2.79802
C18 -0.51100 -1.38328 -2.02373
C19 -1.42275 1.43142 -1.05943
C20 -2.07932 2.60633 -1.37340
H6 -4.22385 5.85725 -1.74929
H7 -2.49550 5.37292 -1.78575
H8 -3.68408 4.55752 -2.86327
H9 -4.55094 2.50372 0.99698
H10 -3.47192 0.28777 1.44752
H11 -1.54352 -1.08470 1.25856
H12 -0.20815 -2.96919 0.98746
H13 1.02832 -4.58888 -0.43651
H14 1.39790 -4.07812 -2.85210
H15 0.42651 -2.01060 -3.85438
H16 -1.03154 -0.54562 -2.48659
H17 -0.48473 1.20921 -1.57063
H18 -1.71600 3.25266 -2.17808

The value obtained for the lowest unoccupied orbital energy is -1.884 eV. Its total energy is -1396.716504 Ha.

---

DFT (the ωB97M-V functional and the def2-TZVPD basis) results for 4 unconnected molecules or ions with the total composition C18H24N4O4S at a distorted geometry.

Cartesian coordinates (Å):
C1 1.86657 -0.04248 2.24304
C2 1.29052 1.23982 2.96827
C3 -0.24773 0.99785 3.17907
O1 -0.93098 1.59534 2.07076
C4 -1.88782 2.54368 2.45884
O2 -2.97909 2.43986 1.51940
C5 -3.61174 1.23792 1.66165
O3 -3.65437 0.50703 0.74859
O4 -4.13983 0.99536 2.89239
N1 -4.65759 -0.32201 2.99384
C6 -3.75055 -1.09051 3.30088
S1 -2.85749 -2.37561 3.31070
H1 2.17110 -0.78077 3.00605
H2 2.70935 0.22022 1.57549
H3 1.04266 -0.41470 1.60449
H4 1.46232 2.12252 2.33237
H5 1.81604 1.36244 3.93242
H6 -0.50580 1.43674 4.16136
H7 -0.43895 -0.09302 3.21791
H8 -2.27504 2.39089 3.48366
H9 -1.52721 3.58801 2.38963
N2 -4.83024 -1.65449 -1.19426
C7 -3.97026 -2.71544 -1.16055
C8 -4.16760 -3.45743 -2.29687
C9 -5.18442 -2.81378 -3.04829
C10 -5.57037 -1.70342 -2.34243
H10 -4.90480 -0.94634 -0.48297
H11 -3.29423 -2.85150 -0.33247
H12 -3.64015 -4.36024 -2.55995
H13 -5.58629 -3.12839 -3.99797
H14 -6.30664 -0.94685 -2.55769
N3 4.81297 -1.98728 -0.12362
C11 4.12864 -1.69844 -1.27177
C12 4.97220 -1.00695 -2.10259
C13 6.21594 -0.87860 -1.43078
C14 6.08733 -1.49528 -0.21418
H15 4.43831 -2.48438 0.66432
H16 3.10381 -2.00782 -1.39686
H17 4.72513 -0.63546 -3.08410
H18 7.10356 -0.39011 -1.79859
H19 6.78907 -1.62548 0.59275
N4 2.40509 1.65799 -3.17173
C15 1.55548 2.67228 -3.52386
C16 0.76100 2.95078 -2.44317
C17 1.14969 2.07394 -1.39583
C18 2.16757 1.29097 -1.87547
H20 3.09672 1.24697 -3.77202
H21 1.58937 3.10493 -4.51000
H22 -0.01269 3.70061 -2.40681
H23 0.72992 2.02392 -0.40297
H24 2.74147 0.50674 -1.41010

The value obtained for the lowest unoccupied orbital energy is -1.424 eV. Its total energy is -1618.307468 Ha. Its relative energy (zero: lowest compared OMol25 entry of this formula, charge and spin) is 742.6 kJ/mol. Its structure (SMILES) is CCCOCOC(=O)ON=C=S.c1cc[nH]c1.c1cc[nH]c1.c1cc[nH]c1.

---

DFT (the ωB97M-V functional and the def2-TZVPD basis) results for a gas-phase ion, C5H13N2S (charge -1) at a distorted geometry.

Cartesian coordinates (Å):
C1 1.24032 -0.03596 -1.92929
C2 2.05099 0.84238 -1.00196
S1 1.40944 2.42358 -0.27206
C3 -0.24508 -0.11823 -1.40526
N1 -0.24557 -0.81939 -0.10018
C4 -1.46441 -0.52754 0.69813
C5 -1.95136 -1.95089 1.22616
N2 -2.07324 -2.01113 2.69692
H1 1.26416 0.24894 -2.97432
H2 1.49356 -1.10161 -1.72338
H3 3.09727 0.91964 -1.34924
H4 2.18452 0.37135 -0.01376
H5 -0.62461 0.89996 -1.28074
H6 -0.93259 -0.63619 -2.07304
H7 0.64082 -0.68163 0.36117
H8 -1.33444 0.04086 1.61947
H9 -2.13191 -0.08413 -0.03778
H10 -1.15379 -2.62904 0.91418
H11 -2.96490 -2.21765 0.90707
H12 -1.20246 -1.86544 3.18481
H13 -2.79849 -1.37311 2.99034

The charge is -1. The value obtained for the lowest unoccupied orbital energy is 3.692 eV. Its total energy is -705.985722 Ha. Its relative energy (zero: lowest compared OMol25 entry of this formula, charge and spin) is 137.8 kJ/mol. Its structure (SMILES) is NCCNCCC[S-].

---

DFT (the ωB97M-V functional and the def2-TZVPD basis) results for 2 unconnected molecules or ions with the total composition C5H11N5 at a distorted geometry.

Cartesian coordinates (Å):
C1 0.78121 -1.10141 -0.32419
C2 -0.46089 -1.23885 -0.94261
C3 -0.76998 1.00439 -0.84314
C4 0.48279 1.30471 -0.28979
C5 1.33051 0.18688 -0.05887
H1 -4.32590 -0.50347 1.34166
H2 -3.18259 -0.68972 0.31619
H3 -2.96441 0.07536 1.67222
H4 1.82086 -2.39122 0.90870
H5 0.95633 -3.11005 -0.26304
H6 -0.76336 -2.28671 -1.26530
H7 -1.38654 1.88069 -1.18912
H8 0.55638 3.17684 -0.95945
H9 1.81803 2.69455 0.06411
H10 3.08876 -0.54107 0.65380
H11 2.98910 1.10142 1.09306
N1 -3.61653 0.03770 0.89347
N2 1.50250 -2.34353 -0.03244
N3 -1.22505 -0.15513 -1.27635
N4 0.88423 2.58587 -0.12703
N5 2.48457 0.31276 0.62812

The value obtained for the lowest unoccupied orbital energy is 0.692 eV. Its total energy is -470.881264 Ha. Its relative energy (zero: lowest compared OMol25 entry of this formula, charge and spin) is 0.0 kJ/mol. Its structure (SMILES) is Nc1cncc(N)c1N.N.